(1)
DFT (the ωB97M-V functional and the def2-TZVPD basis) results for a cluster of 7 separate species, C45H40N3O12 in total in a non-equilibrium geometry.

Summary:
E_HOMO = -0.41672 hartree
HOMO-LUMO gap = 0.2497 Eh
Net charge = +1

Atoms and positions in Å:
N  1.48954  2.50035  -0.30817
C  1.65060  2.17206  -1.74403
C  1.09274  3.23020  -2.73454
C  0.90762  4.64340  -2.14598
C  -0.35530  5.30826  -2.80494
C  -1.49324  5.23737  -1.73781
C  -1.90584  3.79475  -1.50218
C  -2.79067  3.20892  -2.41271
C  -3.10411  1.88630  -2.17759
C  -2.46764  1.34230  -1.03325
N  -1.67576  1.92059  -0.18720
N  -1.40380  3.18778  -0.45366
H  2.39492  2.77875  0.05523
H  1.25875  1.65670  0.20506
H  2.69114  1.89521  -1.93125
H  1.08313  1.24473  -1.91159
H  1.82159  3.32322  -3.54858
H  0.19367  2.83074  -3.22011
H  0.71803  4.65409  -1.07620
H  1.74928  5.27019  -2.44411
H  -0.17479  6.33780  -3.11062
H  -0.71747  4.73668  -3.66769
H  -2.38374  5.79485  -2.04946
H  -1.15936  5.68500  -0.79657
H  -3.21076  3.74378  -3.25444
H  -3.75901  1.33098  -2.83717
H  -2.66641  0.29062  -0.82901
H  -0.76922  3.66834  0.18141
C  2.39760  8.73253  -0.58103
C  3.15184  9.76261  -0.95549
C  2.67686  10.73425  -1.97318
O  3.36089  11.66978  -2.31681
C  1.32775  10.51127  -2.55396
C  0.57633  9.48019  -2.17710
C  1.05334  8.51295  -1.16186
O  0.36440  7.57010  -0.81634
H  2.72584  8.01315  0.15852
H  4.13637  9.94071  -0.54237
H  0.99766  11.22976  -3.29332
H  -0.40912  9.30118  -2.58911
C  5.59508  -0.57625  2.38106
C  5.42151  0.47805  1.58847
C  4.42648  0.45653  0.48996
O  4.26800  1.41931  -0.23680
C  3.63206  -0.77979  0.30686
C  3.80269  -1.83606  1.09754
C  4.79859  -1.81416  2.19741
O  4.95837  -2.77400  2.92267
H  6.31670  -0.58285  3.18854
H  5.99173  1.39086  1.70536
H  2.91127  -0.77393  -0.50168
H  3.23266  -2.74564  0.97926
C  -9.01893  -0.05907  -1.80151
C  -8.57105  -1.26630  -1.46137
C  -7.15240  -1.48178  -1.09437
O  -6.73839  -2.57973  -0.78522
C  -6.24902  -0.30568  -1.11780
C  -6.69532  0.89925  -1.45707
C  -8.11796  1.11931  -1.82563
O  -8.51841  2.21940  -2.13203
H  -10.05098  0.11988  -2.07363
H  -9.21282  -2.13897  -1.43708
H  -5.21676  -0.48850  -0.84410
H  -6.05251  1.77115  -1.47976
C  2.16041  -5.45326  4.86162
C  2.34077  -4.64163  3.82235
C  1.19910  -3.94046  3.19048
O  1.36008  -3.19834  2.23781
C  -0.14994  -4.17395  3.75740
C  -0.33209  -4.98493  4.79578
C  0.81072  -5.68901  5.43156
O  0.64588  -6.42508  6.37765
H  2.98082  -5.97510  5.33740
H  3.31760  -4.45619  3.39450
H  -0.96959  -3.65144  3.28062
H  -1.30938  -5.16924  5.22338
C  7.59428  -4.34381  1.79363
C  7.50256  -4.93513  0.60512
C  8.65505  -5.65773  0.01233
O  8.57067  -6.19394  -1.07108
C  9.91394  -5.69701  0.79690
C  10.00676  -5.10574  1.98545
C  8.85399  -4.38322  2.57750
O  8.93612  -3.84456  3.66039
H  6.76397  -3.81136  2.24194
H  6.59250  -4.91841  0.01814
H  10.74294  -6.22931  0.34831
H  10.91670  -5.12287  2.57166
C  -8.68617  -7.49870  -0.12720
C  -7.71925  -8.10879  0.55368
C  -6.47623  -7.39227  0.93567
O  -5.59394  -7.94839  1.55463
C  -6.35524  -5.97135  0.53044
C  -7.32085  -5.35874  -0.15085
C  -8.56136  -6.07641  -0.53092
O  -9.44361  -5.51672  -1.15020
H  -9.59951  -8.00374  -0.41548
H  -7.79037  -9.14508  0.85861
H  -5.44171  -5.46624  0.81900
H  -7.24989  -4.31538  -0.45811

(2)
DFT (the ωB97M-V functional and the def2-TZVPD basis) results for a structure of composition C45H41Br2N7O3S3Si2Tl in a non-equilibrium geometry.

Summary:
E_HOMO = -0.19360 hartree
HOMO-LUMO gap = 0.2068 Eh
Net charge = -1

Atoms and positions in Å:
Tl  -0.01870  -0.87203  0.02649
O  6.02710  2.81495  2.96374
C  5.87682  2.65842  1.75670
O  6.57632  2.91156  0.78274
C  4.50360  1.92275  1.38791
C  4.36251  1.31832  0.15299
C  3.19174  0.61372  -0.12785
N  2.24104  0.45040  0.78286
C  2.36673  1.00942  1.98365
C  3.47998  1.78833  2.30790
C  1.24508  0.83201  2.92221
C  1.24454  1.41132  4.19355
C  0.10410  1.32349  4.96810
C  -0.99958  0.64325  4.47582
C  -0.88874  0.04033  3.23386
N  0.19622  0.13835  2.48850
C  2.97352  0.03087  -1.45923
C  3.62111  0.56154  -2.57587
C  3.37999  0.00100  -3.81461
C  2.49732  -1.06596  -3.90752
C  1.89032  -1.52106  -2.74825
N  2.12829  -0.99240  -1.56021
H  5.16490  1.40427  -0.56151
H  3.58165  2.28336  3.25926
H  2.10437  1.94209  4.56685
H  0.07752  1.78809  5.94297
H  -1.91847  0.58487  5.03847
H  -1.70338  -0.52822  2.80799
H  4.27577  1.41052  -2.47236
H  3.87095  0.38592  -4.69590
H  2.28611  -1.53383  -4.85643
H  1.17235  -2.32933  -2.76581
C  -1.42755  -4.24105  -2.06828
Si  -0.11035  -4.66085  -0.77360
C  1.69956  -4.67152  -1.37441
C  -0.50902  -6.50422  -0.37010
C  -0.27895  -3.48368  0.73762
C  -1.69627  -3.26637  1.00390
C  -2.50793  -4.29203  1.51356
C  -3.87264  -4.10666  1.58686
C  -4.42126  -2.89290  1.19041
C  -3.54820  -1.90500  0.76966
N  -2.24588  -2.09854  0.68567
Si  0.83052  -3.84367  2.24830
C  2.61212  -3.27073  1.89426
C  0.88464  -5.71804  2.68338
C  0.09225  -3.02797  3.80802
H  -1.22873  -4.72166  -3.02036
H  -1.47473  -3.17098  -2.23685
H  -2.41780  -4.56018  -1.74572
H  1.74767  -4.95370  -2.42105
H  2.29609  -5.38842  -0.82062
H  2.17049  -3.70363  -1.26496
H  -0.57265  -7.05325  -1.30636
H  -1.46669  -6.61666  0.12878
H  0.24919  -6.98561  0.23673
H  -2.04992  -5.21341  1.83235
H  -4.50579  -4.91170  1.93634
H  -5.48518  -2.71689  1.21276
H  -3.88906  -0.92158  0.48281
H  3.16679  -4.02982  1.35201
H  3.15471  -3.06383  2.81251
H  2.61271  -2.36687  1.29177
H  1.57034  -6.26913  2.04845
H  -0.09045  -6.18232  2.58571
H  1.20780  -5.85603  3.71105
H  0.43405  -2.00670  3.92274
H  0.35656  -3.55946  4.71693
H  -0.99091  -3.01354  3.74021
Br  -2.90099  -2.01291  -4.53659
C  -1.94674  -0.39128  -4.26553
C  -2.00322  0.58658  -5.24076
C  -1.33462  1.77022  -5.04932
Br  -1.40779  3.08408  -6.43458
C  -0.61407  2.02046  -3.87084
C  0.03194  3.23843  -3.57778
C  0.69490  3.38529  -2.38957
C  0.72097  2.30452  -1.49850
N  0.13705  1.16056  -1.74743
C  -0.53674  0.99050  -2.89090
C  -1.20920  -0.28045  -3.07331
O  -1.12849  -1.21546  -2.23070
H  -2.57023  0.42425  -6.14439
H  -0.02052  4.05339  -4.28801
H  1.18927  4.30940  -2.12770
H  1.22586  2.39122  -0.54822
S  -0.03834  6.00891  2.35608
C  -0.83761  4.81427  1.56302
S  -0.38677  3.12399  1.72807
C  -1.72901  2.69542  0.61050
N  -2.34028  3.74053  0.18078
N  -1.88036  4.90309  0.69892
C  -2.45809  6.08303  0.19960
C  -2.98759  6.06359  -1.08892
C  -3.52335  7.21512  -1.62957
C  -3.54234  8.39355  -0.89810
C  -3.04898  8.39889  0.39539
C  -2.51732  7.25076  0.95260
S  -2.19483  1.11637  0.28742
H  -2.97133  5.14123  -1.64896
H  -3.91787  7.19159  -2.63455
H  -3.94383  9.29714  -1.33363
H  -3.07168  9.30310  0.98624
H  -2.14440  7.26286  1.96175